Molecular formula: C3H2ClN3O
Method: DFT, wB97M-V/def2-TZVPD

Summary:
- SMILES: [H]/N=c1\ncoc(Cl)n1
- Orbital gap: 10.38 eV
- Relative energy (zero: lowest compared OMol25 entry of this formula, charge and spin): 175.1 kJ/mol
- Net charge: 0

Cartesian coordinates (Å):
H1 -1.21 1.45 2.32
N1 -1.61 1.05 1.29
C1 -0.70 0.62 0.46
N2 0.77 0.70 0.73
C2 1.53 0.05 0.03
O1 1.05 -0.95 -1.01
C3 -0.34 -0.71 -1.21
Cl1 -0.88 -1.94 -2.31
N3 -1.27 -0.20 -0.55
H2 2.66 -0.07 0.26